{"formula": "C51H92N14O17", "method": "ωB97M-V with the def2-TZVPD basis set", "symbols": ["C", "O", "N", "C", "C", "H", "H", "H", "H", "H", "H", "H", "C", "O", "N", "C", "C", "H", "H", "H", "H", "H", "H", "H", "C", "O", "N", "C", "C", "H", "H", "H", "H", "H", "H", "H", "C", "O", "N", "C", "C", "H", "H", "H", "H", "H", "H", "H", "C", "O", "N", "C", "C", "H", "H", "H", "H", "H", "H", "H", "C", "O", "N", "C", "C", "H", "H", "H", "H", "H", "H", "H", "C", "O", "N", "C", "C", "H", "H", "H", "H", "H", "H", "H", "C", "O", "N", "C", "C", "H", "H", "H", "H", "H", "H", "H", "C", "O", "N", "C", "C", "H", "H", "H", "H", "H", "H", "H", "C", "O", "N", "C", "C", "H", "H", "H", "H", "H", "H", "H", "C", "O", "N", "C", "C", "H", "H", "H", "H", "H", "H", "H", "C", "C", "C", "C", "C", "C", "N", "O", "O", "H", "H", "H", "H", "H", "C", "C", "C", "C", "C", "C", "N", "O", "O", "H", "H", "H", "H", "H", "C", "C", "C", "C", "C", "C", "N", "O", "O", "H", "H", "H", "H", "H"], "positions_angstrom": [[1.2860, 3.2267, -4.2967], [1.4391, 3.1435, -3.0916], [0.1465, 2.8786, -4.9531], [-1.0879, 2.2458, -4.3783], [0.1172, 3.1934, -6.3417], [2.0451, 3.5743, -5.0145], [-1.2417, 2.1649, -3.3023], [-1.0951, 1.2363, -4.7895], [-1.9381, 2.7972, -4.7799], [-0.7319, 3.8399, -6.5637], [1.0261, 3.7308, -6.6123], [0.1022, 2.2641, -6.9111], [0.0515, -0.6524, -1.7681], [-0.5654, -1.7113, -1.9768], [0.0216, 0.0274, -0.6084], [0.7367, 1.3390, -0.5458], [-0.6288, -0.4954, 0.5916], [0.6055, -0.0832, -2.5305], [0.1100, 2.1675, -0.8757], [1.5746, 1.2774, -1.2403], [1.0782, 1.5420, 0.4693], [-1.4705, -1.0652, 0.1981], [0.0384, -1.0151, 1.2793], [-1.1096, 0.3495, 1.0846], [4.6964, 1.5302, -2.5244], [4.6721, 0.8833, -1.4944], [5.6648, 1.4652, -3.4556], [5.6966, 2.2981, -4.6176], [6.9212, 0.6436, -3.2128], [3.9116, 2.2359, -2.8380], [5.6415, 3.3496, -4.3359], [4.8663, 2.1929, -5.3159], [6.5681, 2.2669, -5.2714], [7.3506, 0.3624, -4.1744], [7.6470, 1.1727, -2.5953], [6.6892, -0.3123, -2.7432], [2.0804, -3.0569, 0.2493], [1.7514, -4.2370, 0.2713], [3.0964, -2.5823, 0.9837], [3.3715, -1.1674, 0.9919], [3.9151, -3.3470, 1.9364], [1.6366, -2.3175, -0.4351], [4.4326, -1.0471, 0.7736], [3.2618, -0.7538, 1.9944], [2.8043, -0.6530, 0.2161], [3.8072, -3.0890, 2.9899], [3.6412, -4.4020, 1.9341], [4.9862, -3.2582, 1.7548], [-4.9048, 0.1855, -3.5166], [-5.5169, 1.2906, -3.4344], [-4.4672, -0.4500, -2.3956], [-3.8850, -1.7372, -2.5868], [-4.6165, 0.0261, -1.0356], [-4.7656, -0.3557, -4.4651], [-2.8412, -1.6609, -2.2822], [-3.9189, -2.0633, -3.6264], [-4.2609, -2.5527, -1.9690], [-3.6291, 0.0010, -0.5746], [-5.0054, 1.0440, -1.0098], [-5.3521, -0.5175, -0.4427], [-2.3555, -5.6085, -5.3672], [-2.5355, -6.6259, -4.8101], [-1.4888, -4.6730, -5.0141], [-1.3410, -3.5222, -5.8449], [-0.6213, -4.7941, -3.8940], [-2.8882, -5.2252, -6.2513], [-1.4026, -2.5230, -5.4138], [-2.1518, -3.4288, -6.5673], [-0.4073, -3.5697, -6.4054], [-0.6243, -5.7503, -3.3709], [0.3906, -4.5900, -4.2440], [-0.7401, -4.0513, -3.1052], [-3.6002, 3.4128, 3.7079], [-3.8414, 3.5289, 4.8856], [-4.2722, 2.5569, 2.9314], [-5.3527, 1.7145, 3.3997], [-3.9265, 2.3533, 1.5085], [-2.8947, 4.0039, 3.1037], [-5.5998, 1.6601, 4.4600], [-5.0356, 0.6725, 3.3583], [-6.2513, 1.8499, 2.7978], [-3.1724, 3.0598, 1.1617], [-3.4379, 1.3882, 1.3741], [-4.7545, 2.4189, 0.8027], [-3.7646, -5.7069, 0.4289], [-4.2875, -6.7565, 0.7479], [-2.6067, -5.4872, -0.2409], [-2.1775, -4.1366, -0.6996], [-1.6671, -6.4984, -0.5727], [-4.2985, -4.7467, 0.5003], [-2.8177, -3.3136, -0.3820], [-2.1464, -4.1320, -1.7892], [-1.1805, -3.9397, -0.3056], [-0.6727, -6.3516, -0.1513], [-2.0397, -7.3934, -0.0746], [-1.7250, -6.7646, -1.6281], [-0.4816, -4.9244, 5.1990], [0.1312, -4.2530, 6.0724], [-0.3491, -4.7511, 3.8619], [0.5580, -3.7063, 3.3268], [-0.9061, -5.6918, 2.8156], [-1.1603, -5.7637, 5.4160], [0.8724, -2.9478, 4.0437], [0.1076, -3.1995, 2.4733], [1.4122, -4.1615, 2.8256], [-1.7383, -6.2492, 3.2457], [-1.1307, -5.1213, 1.9144], [-0.2674, -6.5483, 2.5999], [3.3261, -4.2575, -5.0351], [2.2851, -4.3203, -5.7167], [3.6069, -3.3115, -4.1025], [4.8524, -3.3750, -3.3354], [2.8377, -2.0916, -3.9479], [4.0109, -5.1156, -4.9523], [5.4522, -4.2613, -3.5423], [4.7251, -3.2121, -2.2652], [5.4681, -2.5618, -3.7196], [2.6382, -1.7865, -2.9207], [3.3340, -1.1638, -4.2326], [1.8609, -2.2041, -4.4182], [-4.7823, 4.6854, -3.0973], [-5.4126, 5.4789, -3.7607], [-3.6578, 5.0289, -2.4474], [-2.8640, 4.1327, -1.5659], [-3.1566, 6.3771, -2.5836], [-5.0541, 3.6384, -2.8921], [-3.4030, 3.2383, -1.2535], [-2.5930, 4.5715, -0.6056], [-1.9718, 3.8507, -2.1250], [-2.3640, 6.3318, -3.3305], [-3.9031, 7.1163, -2.8741], [-2.6259, 6.8507, -1.7577], [1.6041, 6.8864, 5.4020], [2.4199, 6.0418, 4.6857], [1.8996, 5.2900, 3.5889], [0.5890, 5.4518, 3.1645], [-0.1816, 6.3491, 3.8721], [0.2549, 7.0761, 4.9858], [-0.0240, 4.6973, 2.0295], [0.6867, 3.8090, 1.6658], [-1.1834, 4.9694, 1.6157], [1.9816, 7.4262, 6.2579], [3.4446, 5.9067, 4.9989], [2.5828, 4.6145, 3.0957], [-1.2080, 6.5083, 3.5763], [-0.2846, 7.8767, 5.4700], [-4.0522, -1.1411, 6.6529], [-3.3768, -2.0681, 5.9091], [-2.2884, -1.7131, 5.1820], [-1.9148, -0.3564, 5.0495], [-2.5644, 0.5893, 5.8412], [-3.6747, 0.1765, 6.5857], [-0.8318, 0.0992, 4.1297], [-0.4304, 1.2656, 4.1135], [-0.2224, -0.8129, 3.5566], [-4.8375, -1.4865, 7.3090], [-3.7642, -3.0754, 5.8686], [-1.7834, -2.5085, 4.6540], [-2.4051, 1.6504, 5.7182], [-4.2057, 0.9280, 7.1512], [2.9532, 1.7151, 3.2683], [3.1818, 1.9555, 4.6386], [4.4366, 2.3247, 5.1259], [5.4204, 2.6738, 4.1890], [5.1988, 2.4791, 2.8495], [3.9765, 1.9720, 2.3474], [6.8001, 3.0326, 4.6360], [6.9334, 3.2058, 5.8290], [7.6403, 3.4142, 3.8301], [2.0485, 1.2050, 2.9720], [2.4606, 1.7289, 5.4100], [4.5702, 2.4235, 6.1931], [5.9574, 2.8109, 2.1561], [3.7672, 1.8939, 1.2908]], "forces_ev_per_a": [[-1.29, -0.59, 0.74], [0.41, -0.04, -0.16], [0.17, 0.28, 1.57], [0.70, 0.17, -1.10], [-0.20, -0.22, -0.69], [0.20, 0.15, 0.31], [0.91, 0.40, -0.03], [-0.31, -0.14, 0.03], [-0.08, -0.06, -0.02], [-0.09, -0.15, -0.26], [-0.11, -0.02, -0.04], [-0.32, 0.11, -0.42], [-1.49, -0.70, 0.35], [1.07, 1.09, 0.04], [1.07, 0.86, 0.30], [-0.25, -0.86, -0.24], [-0.84, 0.76, -1.17], [0.09, -0.33, -0.23], [-0.14, -0.06, 0.12], [0.13, 0.22, 0.22], [0.02, -0.16, -0.10], [0.23, -0.73, 0.44], [-0.14, -0.09, -0.22], [0.31, 0.11, 0.35], [0.00, 0.13, -0.48], [-0.10, -0.03, 0.17], [2.56, -1.85, 0.03], [-0.73, 1.91, -0.84], [-1.28, 0.03, -0.22], [-0.26, 0.02, 0.26], [0.06, 0.22, 0.18], [-0.33, -0.56, 0.18], [0.30, -0.70, 0.63], [0.01, 0.41, -0.02], [-0.08, 0.10, -0.09], [-0.30, 0.27, 0.29], [0.44, -1.77, 0.14], [-0.45, 0.43, -0.26], [0.57, 0.70, 1.07], [0.96, -0.03, -0.04], [-0.45, -0.88, -0.02], [-0.11, 0.03, 0.17], [0.10, 0.29, -0.27], [-0.51, 0.15, -0.05], [-0.07, 0.11, 0.25], [-0.50, 0.72, -0.04], [0.00, 0.05, -0.52], [-0.05, 0.13, -0.52], [-2.32, 3.22, 2.02], [1.73, -2.51, -0.77], [-0.93, -0.29, -1.29], [1.55, -0.81, 0.47], [-0.11, 0.70, -0.34], [0.16, 0.13, 0.23], [0.33, -0.26, -0.24], [-0.07, 0.16, 0.05], [-0.73, 0.22, 0.05], [-0.05, -0.06, 0.28], [0.28, 0.06, -0.46], [0.17, -0.59, -0.12], [-0.30, 2.18, -1.52], [-0.77, -3.23, 1.48], [0.14, 1.47, 0.68], [0.17, 0.92, -1.24], [1.70, 0.25, 0.96], [-0.47, -0.61, -0.33], [0.27, -0.22, 1.07], [-0.06, -0.63, -0.18], [0.17, 0.06, -0.02], [-0.33, -0.16, -0.64], [0.25, -0.32, -0.07], [-0.55, 0.33, -0.26], [-0.54, 0.08, -0.40], [0.49, 0.46, 0.91], [-0.57, -0.64, -1.74], [0.09, -1.33, 0.39], [0.70, 0.08, 0.53], [0.29, 0.11, 0.39], [0.18, 1.49, 0.07], [0.08, -0.37, -0.92], [0.03, 0.05, 0.07], [-0.07, 0.34, 0.39], [-0.22, -0.34, 0.07], [-0.35, 0.05, 0.43], [-0.56, 0.47, -1.15], [0.77, 0.04, 0.24], [0.33, 1.83, 0.14], [-0.32, -0.75, 0.38], [-0.69, -2.06, 0.55], [-0.15, 0.14, 0.45], [-0.27, -0.34, 0.23], [0.05, 0.05, 0.14], [0.14, 0.02, -0.16], [0.14, 0.49, -0.49], [0.01, -0.25, 0.05], [0.54, 0.34, -0.17], [1.70, 1.14, 0.95], [-1.76, -1.55, -2.01], [0.31, 0.30, -1.15], [-0.03, -0.50, -0.57], [0.35, 0.11, 1.78], [-0.02, 0.13, 0.33], [-0.23, -0.51, 0.20], [-0.61, 0.10, 0.19], [0.27, -0.29, 0.48], [-0.65, 0.68, -0.13], [-0.20, -0.21, 0.21], [0.85, 0.49, -0.27], [-2.60, -0.52, 0.19], [2.09, 0.55, 0.80], [0.48, 0.14, 0.41], [0.33, 0.74, -0.91], [-0.67, 0.35, 0.32], [0.21, 0.19, -0.38], [-0.50, -0.27, 0.12], [-0.31, -0.24, -0.05], [0.28, 0.29, 0.26], [-0.02, -0.99, 0.59], [0.43, -0.21, -1.05], [0.24, 0.05, -0.24], [-0.16, -0.13, 0.61], [-0.40, -0.20, -0.49], [0.95, 0.17, 2.23], [-0.56, 0.16, -0.74], [0.95, 0.70, -0.77], [-0.25, -0.06, -0.34], [-0.31, -0.12, -0.63], [0.11, 0.60, -0.29], [0.24, -0.11, 0.36], [-0.04, 0.37, -0.53], [-0.18, -0.55, -0.26], [-0.32, -0.81, 0.81], [-1.39, 0.31, -0.51], [-0.83, -1.03, -0.87], [1.04, 0.19, 0.30], [-0.09, 0.96, 0.97], [-1.60, 1.17, 0.72], [2.20, -0.64, -0.52], [-1.10, 1.09, 1.13], [-0.14, -1.01, -1.32], [2.56, -0.53, 0.79], [0.07, 0.07, 0.02], [0.08, -0.14, -0.18], [-0.12, -0.11, -0.17], [-0.10, -0.07, -0.25], [-0.59, -0.36, -0.09], [-0.42, 0.26, 0.50], [-0.44, -0.71, 0.19], [1.30, 0.46, -1.82], [-0.58, 0.27, 0.85], [-0.87, -0.17, -1.14], [0.60, 0.75, 0.53], [1.97, -0.97, 0.84], [-1.32, -1.04, -0.03], [-0.93, 1.01, 0.18], [-0.31, 0.26, -0.09], [0.37, -0.23, 0.16], [0.28, 0.25, -0.26], [0.37, 0.03, 0.12], [-0.05, 0.06, 0.04], [0.89, -0.18, 0.57], [0.73, -0.57, -0.03], [-0.29, 0.79, -0.69], [0.05, -1.56, 0.38], [-0.56, 0.28, -1.44], [-0.08, 0.80, 1.48], [-0.32, 2.55, 0.08], [0.01, -0.82, 0.44], [-0.66, -1.11, -0.22], [-0.32, 0.38, -0.10], [-0.42, -0.07, -0.29], [0.29, 0.01, -0.06], [0.20, -0.24, -0.04], [0.37, -0.20, -0.14]], "e_homo_ev": -8.9767, "energy_ev": -110037.1200, "orbital_gap_ev": 7.89, "e_lumo_ha": -0.0400, "mol_weight_g_mol": 1173.4}